*i*
187
Properties=species:S:1:pos:R:3:mulliken_charge:R:1 method="wB97M-V/def2-TZVPD" mol_weight_g_mol=980.5 homo_ha=-0.3147 lumo_ev=0.3 multiplicity=1 orbital_gap_ev=8.91
C 23.8648 18.1031 -25.1595 -0.3719
O 25.1184 18.7302 -25.0673 -0.4960
C 25.1409 20.0957 -25.4578 1.5894
C 26.3066 20.3750 -26.3953 0.3621
C 26.2729 21.7124 -27.0896 -0.3355
N 26.6605 19.2922 -27.3019 -0.7052
H 23.3255 18.1849 -24.2018 0.1714
H 23.9966 17.0356 -25.3307 0.2997
H 23.2054 18.5552 -25.9043 0.1158
H 24.1666 20.4135 -25.8829 -0.8595
H 25.1544 20.7340 -24.5665 -0.3911
H 27.1860 20.5438 -25.7512 0.1348
H 27.1089 21.9201 -27.7463 0.5650
H 26.1522 22.5501 -26.3859 -0.0987
H 25.3031 21.8877 -27.5955 -0.6477
H 25.9259 19.1573 -27.9909 0.2389
H 26.7549 18.4430 -26.7598 0.3690
C 26.0950 25.4361 -28.0104 -0.6976
O 25.0241 26.3020 -27.7904 0.7151
C 24.6012 27.0071 -28.9641 -0.9616
C 23.3212 27.7082 -28.6411 0.7632
C 22.1270 26.7626 -28.5550 -1.4489
N 23.0315 28.6750 -29.7494 -0.7851
H 25.9450 24.5502 -28.6537 0.3297
H 26.3513 24.9717 -27.0552 -0.2643
H 26.9807 25.9472 -28.4132 0.3830
H 25.3872 27.7191 -29.2658 0.2659
H 24.5633 26.2515 -29.7614 0.3923
H 23.3970 28.2169 -27.6709 0.2026
H 22.1663 26.0663 -27.7197 0.1016
H 22.1681 26.1801 -29.4859 0.2585
H 21.1796 27.2975 -28.5853 0.4536
H 23.8948 29.1980 -29.9277 0.2912
H 22.4535 29.4111 -29.3408 0.3248
C 27.9969 24.2714 -22.8695 -0.3682
O 29.0820 25.0627 -23.3045 -0.3392
C 29.6918 24.4789 -24.4209 -0.4737
C 30.8077 25.3702 -24.9508 0.3980
C 30.2168 26.5934 -25.6359 -1.0983
N 31.6244 24.6749 -25.9502 -0.7203
H 27.2791 24.2225 -23.6826 -0.0892
H 27.5893 24.7282 -21.9716 0.3802
H 28.3006 23.2515 -22.5924 0.3695
H 30.1714 23.5273 -24.1333 0.3224
H 28.9440 24.3020 -25.2127 0.0496
H 31.3992 25.7005 -24.0951 0.3342
H 29.5976 26.3784 -26.5113 0.5527
H 30.9999 27.3134 -25.8683 0.2038
H 29.5243 27.0634 -24.9250 -0.0856
H 31.0441 24.5566 -26.7768 0.2702
H 31.8692 23.7331 -25.6525 0.3053
C 19.5629 19.8539 -28.8365 -1.0051
O 20.1508 20.9179 -28.1633 -0.3256
C 21.4154 21.2627 -28.7443 -1.0758
C 21.9945 22.5930 -28.2854 0.7530
C 23.1951 22.8852 -29.1570 -1.8034
N 22.4692 22.5996 -26.9106 0.7387
H 18.4841 19.7704 -28.6857 0.2846
H 20.0680 18.8878 -28.7660 0.3581
H 19.5152 20.1061 -29.9170 0.3717
H 22.1238 20.4664 -28.4615 0.2109
H 21.3077 21.2797 -29.8377 0.5705
H 21.2730 23.3920 -28.4800 0.1841
H 24.0233 22.2024 -28.9180 0.3444
H 23.5967 23.8787 -28.9648 0.1055
H 22.9960 22.6984 -30.2130 0.6174
H 23.2997 22.0236 -26.8111 -0.6059
H 21.7630 22.2645 -26.2563 -0.1554
C 30.7047 28.1655 -22.1840 -0.5339
O 29.8657 29.2465 -22.4287 -0.4421
C 28.6310 28.8912 -22.9964 -0.1309
C 27.6951 30.0851 -22.9252 0.9798
C 27.6203 30.6412 -21.5189 -1.4513
N 26.3616 29.5802 -23.3349 -0.6207
H 30.2186 27.3552 -21.6391 0.2601
H 31.6193 28.5316 -21.7196 0.3903
H 31.0900 27.7691 -23.1440 0.0565
H 28.8085 28.6998 -24.0717 -0.2956
H 28.1768 27.9950 -22.5573 0.3541
H 28.1156 30.7877 -23.6589 0.0688
H 26.6974 31.1971 -21.3525 0.4370
H 28.4518 31.3312 -21.3749 0.3167
H 27.6949 29.8240 -20.8044 0.2943
H 26.4883 29.3527 -24.3199 0.1308
H 25.6957 30.3397 -23.2507 0.2710
C 15.8552 24.7987 -26.9212 -0.7552
O 16.6087 25.1724 -25.8147 -0.3712
C 17.8093 24.4606 -25.6297 -0.2926
C 18.3324 24.6334 -24.2119 0.4595
C 18.6151 26.0778 -23.8367 -1.4859
N 19.5442 23.8524 -24.0395 -0.3789
H 16.4350 24.4887 -27.8069 0.2914
H 15.2298 25.6182 -27.2734 0.2899
H 15.2223 23.9289 -26.6871 0.2797
H 17.7546 23.3837 -25.8639 0.3854
H 18.6052 24.8267 -26.3088 0.0882
H 17.5799 24.3165 -23.4749 0.1329
H 17.7709 26.7403 -24.0212 0.3589
H 19.4285 26.4484 -24.4756 0.3123
H 18.9515 26.1351 -22.8038 0.3783
H 19.5087 22.9537 -24.5160 0.2756
H 20.3749 24.3808 -24.2730 0.1060
C 26.7726 22.5599 -18.2474 -0.5053
O 26.6131 22.6729 -16.8346 -0.4584
C 26.1836 21.4641 -16.2326 -0.0478
C 26.1830 21.6592 -14.7319 0.3816
C 25.7543 20.4488 -13.9597 -1.4475
N 25.1966 22.7727 -14.4075 -0.7828
H 25.8012 22.6495 -18.7404 0.1469
H 27.2746 21.6225 -18.5179 0.3417
H 27.4752 23.3572 -18.4844 0.2592
H 25.1805 21.2202 -16.6220 -0.4254
H 26.8329 20.6220 -16.5333 0.5029
H 27.1289 22.0767 -14.3881 0.3127
H 25.9085 20.5348 -12.8868 0.3785
H 26.3779 19.5947 -14.2719 0.3529
H 24.7441 20.0886 -14.1655 0.3447
H 24.2883 22.3395 -14.2210 0.3273
H 24.9642 23.2389 -15.2867 0.2777
C 24.0880 19.6580 -20.0634 -0.7946
O 23.0881 20.5890 -19.8121 0.0859
C 22.6423 20.5591 -18.4958 -0.7456
C 21.7609 21.7560 -18.2667 0.5854
C 22.5820 23.0336 -18.2760 -0.7565
N 21.0069 21.6781 -16.9882 -0.7447
H 25.1331 19.9621 -19.9079 0.1977
H 24.0448 19.4806 -21.1419 0.0576
H 23.9135 18.7225 -19.5250 0.5190
H 22.1527 19.6086 -18.2102 0.4141
H 23.4588 20.5497 -17.7499 0.1675
H 21.0539 21.8330 -19.1083 0.2037
H 22.0458 23.9562 -18.0664 0.4831
H 23.1282 23.0846 -19.2194 -0.1604
H 23.3608 22.9595 -17.5031 0.1029
H 20.5067 22.5525 -16.8719 0.2635
H 20.2865 20.9664 -17.0959 0.2700
C 20.4403 16.2846 -24.5743 -0.9110
O 20.8785 17.5680 -24.3013 -0.1627
C 20.0597 18.5400 -24.9172 -1.0070
C 20.6451 19.9136 -24.6934 2.6443
C 20.7735 20.2626 -23.2397 -1.8291
N 19.7630 20.9385 -25.3302 -0.1848
H 19.4061 16.1496 -24.2498 0.3284
H 21.1265 15.5588 -24.1435 0.2580
H 20.5022 16.0703 -25.6552 0.3364
H 19.9860 18.3286 -26.0042 0.3194
H 18.9960 18.5000 -24.6144 0.4379
H 21.5873 19.9883 -25.2436 -1.2575
H 19.9739 19.8842 -22.5967 0.3195
H 20.8509 21.3430 -23.1152 0.3984
H 21.6637 19.8434 -22.7542 0.2605
H 18.7797 20.7030 -25.2003 0.3102
H 19.9318 20.8145 -26.3525 -0.0697
C 25.0121 22.5093 -21.8858 -1.0582
O 25.2563 23.2014 -23.0639 0.3697
C 24.1277 23.7287 -23.7336 -1.0728
C 24.5940 24.8839 -24.5985 3.0853
C 24.9316 26.1889 -23.8953 -1.8646
N 23.4876 25.2089 -25.5380 -0.3961
H 24.2608 21.7162 -22.0367 0.1573
H 24.5427 23.1739 -21.1451 0.4521
H 25.8738 22.0146 -21.4424 0.3785
H 23.6467 22.9740 -24.3768 -0.1078
H 23.3479 24.0550 -23.0267 0.3402
H 25.4986 24.5193 -25.1166 -1.6124
H 25.5212 26.8655 -24.5177 0.0893
H 25.6514 25.9710 -23.0846 0.2393
H 24.0974 26.6970 -23.4213 0.4895
H 23.1501 24.3443 -25.9932 0.1039
H 23.8745 25.7107 -26.3441 0.1563
C 27.8380 28.3432 -26.8823 -0.8618
O 27.1609 29.5220 -26.5062 -0.2925
C 27.9116 30.6904 -26.8404 -0.7739
C 27.7665 31.0498 -28.3198 0.4080
C 28.1712 32.5024 -28.5776 -1.5947
N 26.4059 30.8898 -28.8598 -0.5847
H 27.2752 27.5313 -26.4121 -0.0194
H 28.8709 28.2316 -26.5319 0.6526
H 27.8416 28.1331 -27.9606 0.3953
H 27.4864 31.4932 -26.2197 0.4321
H 28.9709 30.7013 -26.5451 0.4559
H 28.4310 30.4249 -28.9265 0.2450
H 28.0665 32.7969 -29.6143 0.3861
H 29.2100 32.6848 -28.2674 0.3650
H 27.6204 33.1615 -27.8962 0.3533
H 25.7378 31.4218 -28.2941 0.3278
H 26.0836 29.9457 -28.6205 0.0548

---

*ii*
187
Properties=species:S:1:pos:R:3:mulliken_charge:R:1 method="wB97M-V/def2-TZVPD" mol_weight_g_mol=980.5 homo_ha=-0.3201 lumo_ev=0.4 multiplicity=1 orbital_gap_ev=9.11
C -5.1443 -0.5942 -1.5640 -0.6563
O -4.1949 -0.1413 -0.6179 0.1740
C -4.5252 -0.4925 0.7265 -1.1761
C -3.6610 0.2344 1.8174 2.6987
C -3.8219 -0.5442 3.1565 -1.7607
N -4.1766 1.5342 1.9966 -0.6815
H -4.9087 -0.1792 -2.5439 0.1395
H -6.1694 -0.2425 -1.4476 0.3978
H -5.1168 -1.6756 -1.6980 -0.0124
H -5.5536 -0.2043 0.9445 0.6454
H -4.5432 -1.5781 0.8226 0.2253
H -2.6033 0.3084 1.5644 -1.6476
H -3.3872 -1.5385 3.0539 0.3465
H -4.8857 -0.5574 3.3940 0.4214
H -3.1591 -0.1080 3.9038 0.3365
H -3.9836 1.9004 1.0753 0.1989
H -5.1785 1.4214 1.9362 0.3859
C 0.6887 4.1588 -4.9376 -0.5425
O 1.6031 5.0019 -4.3010 -0.4921
C 2.4685 4.3646 -3.3667 -0.2481
C 3.6305 3.5649 -4.0156 0.4670
C 3.2720 2.1640 -4.5247 -1.3782
N 4.7045 3.3893 -3.0834 -0.4742
H 0.9695 4.1010 -5.9892 0.3004
H -0.3074 4.5932 -4.8528 0.1655
H 0.6518 3.1574 -4.5086 0.2177
H 2.9088 5.2375 -2.8846 0.3507
H 1.8752 3.8200 -2.6322 -0.0611
H 4.0597 4.0983 -4.8637 0.3579
H 4.1977 1.5889 -4.5451 0.4498
H 2.6936 2.1419 -5.4482 0.4026
H 2.6214 1.6789 -3.7970 0.0749
H 5.3872 2.7894 -3.5241 0.1473
H 5.1009 4.2994 -2.8971 0.3345
C -1.1049 3.1692 3.5280 -0.7012
O 0.3246 3.0285 3.6697 -0.4290
C 0.8839 1.7883 3.2287 0.9256
C 0.6434 0.6714 4.2741 0.8784
C 1.2308 0.8851 5.6777 -1.3655
N 1.1932 -0.5620 3.8028 -0.1406
H -1.4172 4.0871 4.0260 0.2877
H -1.6121 2.2749 3.8901 0.2352
H -1.3992 3.3989 2.5039 0.2629
H 0.3227 1.4922 2.3425 -0.1158
H 1.9297 1.8432 2.9263 -0.4113
H -0.4252 0.4582 4.3041 -0.2283
H 0.8218 1.7453 6.2078 0.3527
H 2.3160 0.9855 5.6919 0.1873
H 1.0774 0.0013 6.2970 0.3700
H 2.1817 -0.4059 3.9392 -0.0844
H 1.0398 -0.5524 2.8046 -0.0141
C -1.3141 -5.3319 -1.6371 0.0072
O -1.3101 -5.3588 -3.0718 -0.3437
C 0.0320 -5.5277 -3.4949 -0.9450
C 0.8313 -4.1868 -3.3815 2.4589
C 0.1606 -2.9886 -4.0822 -1.6183
N 2.1797 -4.3958 -3.9100 -0.7479
H -0.9031 -6.2683 -1.2597 0.3848
H -2.3134 -5.1363 -1.2483 0.0217
H -0.7534 -4.4528 -1.3194 -0.1774
H 0.5884 -6.3331 -3.0154 0.3968
H -0.0233 -5.8455 -4.5361 0.3250
H 0.9887 -3.8309 -2.3633 -1.1279
H -0.6949 -2.5825 -3.5425 0.1570
H -0.1798 -3.3131 -5.0655 0.3642
H 0.8872 -2.2194 -4.3442 0.4749
H 2.7034 -5.1531 -3.4948 0.3058
H 2.7135 -3.5467 -3.7907 0.1937
C -5.7265 -4.2547 -0.9281 -0.3817
O -6.4288 -4.9229 -2.0225 -0.3452
C -7.7143 -5.4701 -1.6198 -0.8629
C -7.4695 -6.8744 -1.0341 0.6068
C -7.1724 -7.8935 -2.2141 -1.3668
N -8.6197 -7.2041 -0.2915 -0.7188
H -4.8843 -3.6269 -1.2191 -0.1503
H -5.3395 -4.9863 -0.2189 0.2688
H -6.3370 -3.5474 -0.3667 0.3594
H -8.1944 -4.7988 -0.9078 0.3929
H -8.4860 -5.4539 -2.3894 0.4323
H -6.5996 -6.8434 -0.3780 0.2801
H -8.0626 -7.9536 -2.8402 0.3284
H -6.9578 -8.9061 -1.8726 0.3346
H -6.3388 -7.5549 -2.8293 0.3234
H -8.5974 -6.8688 0.6610 0.2632
H -9.4218 -6.7598 -0.7150 0.2646
C 1.2483 5.1431 1.1923 -0.0132
O 0.6673 6.4688 1.2427 -0.4539
C 0.2355 6.7984 2.5868 -0.0833
C -0.6411 7.9696 2.6973 0.6803
C 0.1147 9.3451 2.5662 -1.4361
N -1.4354 8.0277 3.8751 -0.7455
H 0.5480 4.3266 1.3680 -0.1259
H 2.0507 5.0950 1.9285 0.3021
H 1.7314 5.0471 0.2199 0.1784
H -0.3298 5.9748 3.0229 -0.4107
H 1.1763 6.8920 3.1293 0.3340
H -1.3116 7.7784 1.8595 0.2273
H -0.4638 10.2092 2.2396 0.3922
H 0.9823 9.1618 1.9324 0.2982
H 0.5140 9.6576 3.5311 0.3862
H -1.9949 7.1892 3.9375 0.2163
H -2.1101 8.7727 3.7761 0.2798
C -6.8493 2.3220 -4.5147 -0.7345
O -5.9410 3.3330 -4.0282 -0.3807
C -4.8716 2.8366 -3.2683 -0.5832
C -3.7122 3.9053 -3.0688 0.4392
C -2.4450 3.3062 -2.3656 -1.1643
N -4.1423 5.1344 -2.3842 -0.7305
H -7.4536 1.9888 -3.6710 0.3018
H -6.3743 1.4928 -5.0390 0.2881
H -7.5604 2.7178 -5.2399 0.2855
H -5.3209 2.5010 -2.3336 0.3272
H -4.3923 1.9383 -3.6573 0.3201
H -3.2394 4.1210 -4.0269 0.1965
H -2.2071 2.3446 -2.8202 0.3018
H -2.7105 3.1898 -1.3148 0.1446
H -1.5963 3.9893 -2.4009 0.3359
H -3.7518 5.9343 -2.8615 0.2622
H -5.1315 5.2059 -2.5750 0.3285
C -1.7368 -2.3197 -0.0135 -0.4848
O -0.5493 -1.9872 -0.6433 -0.0192
C -0.3178 -0.5992 -1.1630 -1.1959
C 0.3611 0.2400 -0.0976 2.8188
C 0.7038 1.6427 -0.7586 -0.3716
N 1.4933 -0.4590 0.5869 0.9942
H -1.9815 -1.5279 0.6945 -0.4125
H -1.7565 -3.3145 0.4317 0.3701
H -2.4917 -2.4238 -0.7928 0.4196
H 0.4117 -0.6427 -1.9717 0.3030
H -1.2188 -0.1013 -1.5215 0.1131
H -0.4665 0.4236 0.5877 -2.4458
H 0.0059 2.1630 -1.4147 0.0116
H 1.5885 1.4739 -1.3725 0.0677
H 0.9419 2.4480 -0.0636 0.1067
H 1.1783 -1.4185 0.5737 0.3923
H 2.4125 -0.4632 0.1685 -0.8643
C 5.4136 -1.7397 2.2071 -0.4374
O 5.0644 -2.8192 3.1062 -0.4476
C 4.0496 -2.4343 4.0457 0.2887
C 3.3794 -3.5948 4.7398 -0.0005
C 2.6982 -4.4750 3.6992 -0.6838
N 2.3219 -3.1626 5.6373 -0.7073
H 5.6040 -0.8498 2.8071 0.3129
H 4.5642 -1.5453 1.5524 -0.1405
H 6.2789 -2.0286 1.6105 0.4128
H 4.4798 -1.6946 4.7209 0.6238
H 3.2131 -1.9927 3.5041 -0.7211
H 4.1617 -4.1437 5.2641 0.4975
H 1.8243 -3.9697 3.2879 0.2391
H 2.5520 -5.4587 4.1453 0.5141
H 3.3852 -4.5934 2.8613 -0.3918
H 2.0798 -3.9873 6.1678 0.2838
H 1.5030 -2.9024 5.1064 0.2581
C 4.7065 1.5235 4.3046 -0.5088
O 4.6443 1.4933 2.8596 0.1961
C 5.2378 2.5877 2.1465 -1.5579
C 4.6110 2.7731 0.7221 2.1968
C 4.8115 1.5677 -0.2390 -0.7454
N 5.1495 3.9588 0.0730 -0.8415
H 4.2086 0.6061 4.6187 -0.3021
H 4.1577 2.3958 4.6595 0.3756
H 5.7104 1.4681 4.7256 0.4564
H 5.2866 3.5272 2.6970 0.4661
H 6.3100 2.4109 2.0619 0.4147
H 3.5436 2.9002 0.9027 -0.8329
H 5.8957 1.4591 -0.2677 0.4822
H 4.3040 1.7499 -1.1862 -0.0138
H 4.3360 0.7041 0.2260 -0.3663
H 4.5908 4.6973 0.4761 0.3734
H 4.9179 4.0613 -0.9048 0.2444
C 4.3263 -1.6044 -2.3059 -1.0962
O 3.7602 -2.4495 -1.2537 0.4125
C 4.6275 -3.4672 -0.7970 -1.0681
C 3.8495 -4.3037 0.1758 1.8117
C 4.8152 -5.2708 0.8171 -1.9828
N 2.8461 -5.0082 -0.5362 -0.4822
H 5.3149 -1.2559 -2.0072 0.4081
H 3.7400 -0.6879 -2.3727 0.0993
H 4.4851 -2.0852 -3.2712 0.4090
H 5.0625 -3.9271 -1.6843 0.5016
H 5.4302 -2.9952 -0.2304 0.2262
H 3.3225 -3.7119 0.9242 -0.5032
H 5.1701 -5.9755 0.0651 0.5180
H 4.3205 -5.9080 1.5501 0.4275
H 5.6113 -4.7854 1.3818 0.3216
H 3.2938 -5.6342 -1.1903 0.3269
H 2.4084 -4.2855 -1.0895 -0.3102

---

Least stable structure: *ii*

---

*i*
12
Properties=species:S:1:pos:R:3:mulliken_charge:R:1 method="wB97M-V/def2-TZVPD" mol_weight_g_mol=123.6 homo_ha=-0.3018 lumo_ev=0.3 multiplicity=1 orbital_gap_ev=8.56
C -2.4000 -0.2598 0.1343 0.0166
C -2.0570 2.1176 0.3047 -0.3807
C 2.7247 -1.1479 -0.5478 -0.7316
N -2.4084 0.9354 0.3161 -0.0704
S 1.3415 -0.6224 0.5832 -0.1255
Cl -2.0236 -1.5714 1.1657 -0.0619
H 0.1646 -0.6478 -0.0725 0.0140
H -1.1981 2.3217 -0.1969 0.2729
H -2.8034 2.8211 0.5256 0.2563
H 3.0538 -0.4149 -1.1994 0.2896
H 2.1987 -1.9637 -1.1314 0.2429
H 3.4071 -1.5678 0.1186 0.2779

---

*ii*
12
Properties=species:S:1:pos:R:3:mulliken_charge:R:1 method="wB97M-V/def2-TZVPD" mol_weight_g_mol=123.6 homo_ha=-0.3130 lumo_ev=0.6 multiplicity=1 orbital_gap_ev=9.12
N 0.6525 1.4687 0.2748 -0.3219
C 1.0550 0.1826 0.2741 0.3273
S 2.5047 -0.2540 -0.3366 -0.3515
C -0.0748 -0.7583 0.7412 -0.8814
C -1.2463 -1.0383 -0.1329 -0.2467
Cl -2.4256 0.2953 -0.2368 -0.2198
H 1.3038 2.2160 0.0298 0.2268
H -0.3627 1.6063 0.4044 0.1673
H 0.3978 -1.7083 0.8924 0.3413
H -0.4540 -0.4927 1.7495 0.3523
H -1.7319 -1.9190 0.2981 0.3149
H -0.9648 -1.2551 -1.1811 0.2914

---

Least stable structure: *i*